(1)
ORCA calculation (the ωB97M-V functional and the def2-TZVPD basis) on a cluster of 2 separate species, C3H10NO in total.

Summary:
Frontier orbital gap (alpha / beta): 6.3 / 10.1 eV
Multiplicity: 2

Element x y z (Å)
C: 1.774 -1.151 0.862
C: 1.352 0.169 0.291
C: -0.725 -0.992 -0.551
N: 0.109 0.106 -0.438
H: 1.023 -1.537 1.543
H: 1.891 -1.880 0.063
H: 2.719 -1.003 1.372
H: 1.288 0.955 1.057
H: 2.134 0.557 -0.378
H: -1.784 -0.780 -0.591
H: -0.401 -1.976 -0.257
H: -0.429 0.917 -0.653
H: -2.871 2.455 -1.501
H: -3.437 2.151 -0.140
O: -2.641 2.010 -0.679

***

(2)
ORCA calculation (the ωB97M-V functional and the def2-TZVPD basis) on a cluster of 2 separate species, C3H10NO in total.

Summary:
Frontier orbital gap (alpha / beta): 11.1 / 8.0 eV
Multiplicity: 2

Element x y z (Å)
N: 1.974 3.157 1.953
H: 2.538 2.311 2.129
H: 1.068 3.033 2.408
H: 2.366 3.949 2.451
C: -0.865 -2.364 -0.891
O: -0.414 -2.511 -2.072
C: -1.351 -0.900 -0.528
C: -0.155 -0.020 -0.954
H: -0.048 -2.525 -0.045
H: -1.714 -3.070 -0.646
H: -1.680 -0.796 0.553
H: -2.260 -0.724 -1.187
H: -0.361 1.047 -1.163
H: 0.264 -0.427 -1.857
H: 0.639 -0.160 -0.151

***

Relative to the most stable structure, the computed energies are (1) 0.0000; (2) 0.0292, all in hartree.

***

(1)
ORCA calculation (the ωB97M-V functional and the def2-TZVPD basis) on a cluster of 2 separate species, C4H4NO in total.

Summary:
Frontier orbital gap: 10.9 eV
Total charge: +1

Element x y z (Å)
C: 0.461 -1.373 -0.172
C: 0.309 1.168 0.152
C: 1.707 -0.982 -0.076
C: -2.440 0.628 0.143
N: 0.658 -0.018 -0.004
O: -3.525 0.777 -0.108
H: -0.769 1.119 -0.124
H: 0.955 1.938 0.503
H: 2.868 -1.108 -0.121
H: -0.225 -2.149 -0.193

***

(2)
ORCA calculation (the ωB97M-V functional and the def2-TZVPD basis) on the ion C4H4NO with charge +1.

Summary:
Frontier orbital gap: 8.8 eV
Total charge: +1

Element x y z (Å)
C: -0.923 -0.092 0.087
C: 2.458 -0.046 -0.019
C: -1.912 -0.923 0.032
C: 0.174 0.840 -0.045
N: 1.499 0.649 0.130
O: 3.495 -0.551 -0.013
H: -1.851 -1.673 -0.824
H: -2.599 -1.152 0.727
H: 0.031 1.632 -0.904
H: -0.372 1.317 0.828

***

(3)
ORCA calculation (the ωB97M-V functional and the def2-TZVPD basis) on the ion C4H4NO with charge +1.

Summary:
Frontier orbital gap: 7.6 eV
Total charge: +1

Element x y z (Å)
C: 1.166 -1.050 -0.637
C: 0.798 1.021 0.276
C: 0.097 -0.284 -0.137
C: -1.327 -0.372 0.046
N: 2.335 -0.774 -0.415
O: 1.985 1.031 0.543
H: 0.107 1.960 0.354
H: -1.909 0.318 0.777
H: -1.417 -1.513 0.237
H: -1.835 -0.337 -1.043

***

Relative to the most stable structure, the computed energies are (1) 0.0242; (2) 0.0000; (3) 0.0702, all in hartree.

***

(1)
ORCA calculation (the ωB97M-V functional and the def2-TZVPD basis) on a cluster of 2 separate species, C2H2Cl2O2 in total.

Summary:
Frontier orbital gap: 9.7 eV

Element x y z (Å)
C: 1.629 -0.003 -0.128
C: -1.331 -0.423 0.601
O: -0.903 0.324 -0.343
O: 1.673 0.744 -1.036
Cl: 1.941 0.491 1.517
Cl: -2.996 -0.954 0.448
H: 1.442 -1.079 -0.165
H: -1.455 0.900 -0.894

***

(2)
ORCA calculation (the ωB97M-V functional and the def2-TZVPD basis) on a cluster of 2 separate species, C2H2Cl2O2 in total.

Summary:
Frontier orbital gap: 9.4 eV

Element x y z (Å)
C: 0.521 0.009 0.256
C: -0.900 -1.202 -0.841
O: 0.471 1.154 0.409
O: -2.177 -0.793 -0.703
Cl: -0.523 -2.816 -0.475
Cl: -0.332 -0.843 -2.544
H: 1.139 -0.771 0.715
H: -2.550 -0.781 -1.638

***

Relative to the most stable structure, the computed energies are (1) 0.0096; (2) 0.0000, all in hartree.

***

(1)
ORCA calculation (the ωB97M-V functional and the def2-TZVPD basis) on an isolated molecule of C5H7FN2.

Summary:
Frontier orbital gap: 9.9 eV
SMILES: C[C@H]1N=CCN=C1F

Element x y z (Å)
C: -0.537 1.892 -0.436
C: -0.100 0.862 0.664
N: -1.015 -0.217 0.958
C: -0.906 -1.327 0.378
C: 0.254 -1.929 -0.348
N: 1.464 -1.047 -0.232
C: 1.398 0.137 0.140
F: 2.432 0.910 0.059
H: -1.537 2.231 -0.099
H: -0.552 1.244 -1.264
H: 0.327 2.499 -0.611
H: -0.014 1.371 1.532
H: -1.746 -1.883 0.509
H: 0.390 -2.849 0.117
H: 0.143 -1.893 -1.368

***

(2)
ORCA calculation (the ωB97M-V functional and the def2-TZVPD basis) on a structure of composition C5H7FN2.

Summary:
Frontier orbital gap: 9.7 eV

Element x y z (Å)
C: 1.987 -1.049 0.046
C: -0.115 1.704 -0.167
C: -1.220 0.862 0.490
C: -1.693 -0.150 -0.454
C: -0.480 -0.550 0.162
H: 2.337 -2.151 -0.756
H: 1.981 -1.203 1.251
H: 2.800 -0.177 -0.236
H: -0.103 2.873 -0.155
H: -1.828 1.246 1.349
H: -1.900 0.131 -1.484
H: -0.598 -1.419 0.932
N: 0.773 -0.312 -0.366
N: 0.927 1.019 -0.399
F: -2.869 -0.823 -0.213

***

(3)
ORCA calculation (the ωB97M-V functional and the def2-TZVPD basis) on an isolated molecule of C5H7FN2.

Summary:
Frontier orbital gap: 9.4 eV
SMILES: C#C/C(CF)=N\NC

Element x y z (Å)
C: -0.039 2.319 -0.203
C: -0.436 1.150 -0.352
C: -0.846 -0.231 -0.369
C: -2.291 -0.641 -0.349
F: -2.871 -0.059 0.779
N: -0.055 -1.235 -0.279
N: 1.313 -1.120 -0.235
C: 1.993 -0.035 0.514
H: 0.168 3.349 -0.232
H: -2.842 -0.333 -1.270
H: -2.240 -1.720 -0.240
H: 1.565 -2.032 0.078
H: 2.322 0.738 -0.168
H: 1.348 0.313 1.271
H: 2.910 -0.463 1.057

***

(4)
ORCA calculation (the ωB97M-V functional and the def2-TZVPD basis) on an isolated molecule of C5H7FN2.

Summary:
Frontier orbital gap: 8.6 eV
SMILES: C=N/C=C\C=C(/N)F

Element x y z (Å)
C: 0.478 1.652 0.366
N: 1.523 0.951 0.243
C: 1.674 -0.337 -0.281
C: 0.871 -1.347 0.268
C: -0.463 -1.055 0.789
C: -1.242 -0.260 0.122
N: -1.257 -0.167 -1.227
F: -2.366 0.269 0.512
H: -0.474 1.784 -0.183
H: 0.635 2.529 1.024
H: 2.675 -0.491 -0.681
H: 1.031 -2.356 0.513
H: -0.802 -1.464 1.744
H: -0.465 -0.364 -1.816
H: -1.816 0.656 -1.391

***

Relative to the most stable structure, the computed energies are (1) 0.0000; (2) 0.0971; (3) 0.0523; (4) 0.0367, all in hartree.